# C33H53CrNO2P2S3Si

C33H53CrNO2P2S3Si as an isolated structure (ωB97M-V/def2-TZVPD, the Open Molecules 2025 dataset).

Geometry as XYZ:
```
96
Properties=species:S:1:pos:R:3:lowdin_spin:R:1
Cr -0.076 0.307 -0.230 3.074
S 1.058 0.324 -2.352 -0.043
S 0.740 -1.802 0.168 -0.040
S 1.995 1.269 0.494 -0.021
P 2.669 0.464 -1.265 0.007
P -1.342 0.841 2.044 -0.020
Si -0.237 -5.040 -0.656 -0.001
O -3.477 3.656 -1.919 0.000
O -0.843 2.274 -0.938 0.013
N -1.442 -1.013 -1.047 -0.005
C -1.862 -0.521 4.674 -0.001
C -2.476 3.266 -2.767 0.000
C -4.008 4.966 -2.221 0.000
C 6.225 2.220 -2.188 0.000
C 4.051 -1.353 0.349 0.001
C -0.477 2.236 2.949 -0.003
C 3.948 1.480 -2.209 0.002
C -0.694 -2.117 -0.862 0.021
C 0.737 1.521 3.446 0.000
C 3.573 2.570 -2.991 -0.001
C 5.882 3.260 -3.025 0.000
C -1.733 2.117 -2.129 0.003
C -3.101 1.402 1.871 -0.004
C 4.936 -2.777 -1.842 0.000
C -2.422 -1.744 2.535 0.000
C 5.249 1.380 -1.729 0.000
C -0.392 -4.963 1.223 -0.001
C 4.604 3.395 -3.427 0.000
C -1.146 3.093 4.007 -0.001
C -2.981 -2.325 -2.356 0.001
C -3.936 1.464 3.133 -0.002
C -1.068 -3.413 -1.330 0.001
C -2.607 -1.132 -1.758 0.005
C 0.044 3.362 -1.164 0.002
C 3.611 -0.997 -0.935 0.002
C 4.016 -1.723 -2.023 0.001
C 4.796 -2.483 0.579 0.000
C -3.091 2.727 1.198 0.000
C 1.574 -4.964 -1.111 -0.002
C -1.234 -6.582 -1.342 0.000
C -1.546 -0.679 3.185 -0.001
C -2.249 -3.474 -2.022 0.010
C 5.244 -3.195 -0.561 0.000
H 0.054 -4.082 1.627 0.000
H -0.375 3.705 4.317 0.000
H 0.739 3.390 -0.290 0.001
H -0.493 -1.177 3.165 0.000
H 2.299 -5.190 -0.322 0.000
H 7.191 2.137 -1.760 0.000
H 4.817 -2.865 1.582 0.000
H 1.850 -5.640 -1.971 0.000
H -2.871 2.854 -3.672 0.000
H -3.479 0.599 1.117 0.000
H -4.241 5.007 -3.296 0.000
H -3.893 -2.365 -2.955 0.000
H 1.766 -3.890 -1.439 -0.001
H -0.595 4.250 -1.204 0.000
H -2.522 1.459 -1.838 0.001
H 4.431 4.267 -4.049 0.000
H 1.081 0.715 2.798 0.000
H 3.716 -1.477 -2.999 0.000
H 0.659 3.282 -2.064 0.000
H -4.943 5.037 -1.674 0.000
H -3.434 1.920 3.966 0.000
H -2.470 2.790 0.355 0.000
H 5.323 -3.349 -2.636 0.000
H -0.229 2.918 2.089 0.000
H -1.195 1.566 -2.924 0.000
H 2.512 2.687 -3.254 0.000
H -1.997 3.691 3.612 0.000
H -4.077 2.913 0.758 0.000
H -1.617 -1.437 5.277 0.000
H -2.186 -6.528 -0.714 0.000
H -1.252 0.218 5.118 0.000
H 0.166 -5.823 1.672 0.000
H -1.944 4.181 -3.089 0.000
H -2.788 3.463 1.952 0.000
H -1.521 -5.000 1.404 0.000
H -3.233 -0.217 -1.938 0.000
H 6.639 3.978 -3.382 0.000
H 5.417 0.555 -1.056 0.000
H -4.258 0.469 3.406 0.000
H -3.327 5.804 -1.914 0.000
H -2.407 -4.463 -2.520 0.001
H -2.265 -1.996 1.499 0.000
H -0.693 -7.486 -1.132 0.000
H -1.468 2.496 4.878 0.000
H 1.584 2.143 3.685 0.000
H -2.306 -2.633 3.162 0.000
H -2.938 -0.321 4.887 0.000
H 0.493 1.001 4.423 0.000
H -3.504 -1.521 2.676 0.000
H -4.856 2.004 2.919 0.000
H 5.862 -4.045 -0.508 0.000
H -1.481 -6.524 -2.453 0.000
H 3.744 -0.768 1.248 0.000
```

Its energy above the lowest of the compared OMol25 structures with the same formula, charge and spin is 47.15 kcal/mol. The calculation puts the energy at -4705.5747 a.u. The total charge is +1. The orbital gap (spin up / spin down) is 7.6255 / 8.1906 eV. Its multiplicity is 4. The value obtained for the HOMO energy (spin up / spin down) is -10.55 / -10.75 eV.


# C26H66BrF9N5O14S3

A 9-piece molecular cluster, C26H66BrF9N5O14S3 overall (ωB97M-V/def2-TZVPD, the Open Molecules 2025 dataset).

Geometry as XYZ:
```
124
Properties=species:S:1:pos:R:3:mulliken_charge:R:1
Br 19.609 -16.941 -9.386 -0.327
S 14.571 -15.217 -9.372 1.093
S 22.648 -16.108 -5.816 1.017
S 16.379 -21.620 -7.970 0.903
F 17.754 -22.468 -5.957 -0.240
F 15.785 -23.204 -5.800 -0.228
F 14.937 -14.232 -11.817 -0.240
F 16.413 -15.624 -11.264 -0.163
F 22.706 -13.495 -5.733 -0.267
F 21.170 -14.233 -6.977 0.015
F 20.993 -14.220 -4.732 -0.206
F 16.191 -21.098 -5.274 -0.213
F 14.416 -16.360 -11.774 -0.221
O 15.006 -22.075 -8.323 -0.683
O 20.904 -12.122 -12.452 -0.490
O 16.546 -20.141 -8.094 -0.691
O 23.148 -16.307 -7.164 -0.855
O 24.226 -13.675 -9.184 -0.433
O 15.534 -15.936 -8.493 -0.889
O 13.215 -15.865 -9.336 -0.680
O 24.293 -20.933 -6.778 -0.555
O 23.827 -15.976 -4.874 -0.722
O 17.364 -22.416 -8.775 -0.625
O 21.694 -17.112 -5.382 -0.528
O 14.500 -13.764 -9.078 -0.681
O 17.700 -15.087 -5.722 -0.509
O 18.689 -17.519 -14.475 -0.452
N 18.101 -20.047 -12.653 0.365
N 23.159 -16.233 -9.923 0.326
N 21.650 -20.839 -8.514 0.639
N 18.453 -11.453 -10.987 0.366
N 17.248 -17.608 -7.091 1.222
C 23.076 -13.753 -10.021 -0.215
C 22.223 -22.262 -8.437 -0.989
C 17.783 -17.519 -5.664 -0.072
C 17.209 -18.805 -13.046 -0.480
C 20.109 -20.994 -8.373 -0.666
C 23.236 -14.991 -10.840 0.337
C 17.822 -12.049 -12.278 -0.854
C 17.571 -21.363 -13.237 -1.008
C 17.375 -10.571 -10.326 -0.935
C 19.581 -19.944 -13.035 -0.849
C 20.937 -11.132 -11.477 -0.440
C 18.563 -16.196 -5.471 -0.079
C 19.641 -10.431 -11.261 -0.639
C 22.026 -20.317 -9.890 -0.904
C 17.491 -18.217 -14.477 -0.766
C 24.422 -12.451 -8.473 -0.577
C 23.781 -19.807 -7.370 -0.749
C 21.760 -14.390 -5.793 0.356
C 18.281 -14.060 -6.573 -0.514
C 16.493 -22.082 -6.110 0.603
C 17.782 -20.195 -11.134 -0.891
C 22.249 -19.826 -7.515 0.024
C 18.724 -12.665 -10.087 -0.749
C 22.167 -15.178 -11.984 -1.439
C 15.117 -15.360 -11.214 0.466
C 18.805 -18.746 -5.440 -0.353
H 25.085 -20.680 -6.299 0.389
H 18.403 -12.921 -12.579 0.321
H 18.457 -14.574 -7.518 0.096
H 23.936 -16.836 -10.150 0.459
H 16.684 -18.414 -7.322 0.261
H 25.396 -12.315 -8.003 0.275
H 22.140 -13.629 -9.477 0.133
H 22.054 -22.667 -7.439 0.337
H 19.996 -21.419 -7.375 0.442
H 17.729 -10.206 -9.361 0.380
H 17.860 -13.316 -9.950 0.444
H 21.854 -20.074 -6.529 0.349
H 19.072 -12.398 -9.090 0.329
H 21.417 -11.507 -10.573 0.135
H 23.453 -16.020 -8.981 0.355
H 22.252 -16.658 -9.791 -0.269
H 19.689 -19.931 -14.120 0.375
H 19.299 -18.832 -4.472 0.575
H 23.700 -12.478 -7.656 0.170
H 19.359 -16.171 -6.215 -0.284
H 21.129 -15.192 -11.653 0.170
H 19.621 -18.581 -6.144 -0.126
H 24.036 -18.950 -6.746 0.508
H 24.224 -15.022 -11.298 0.210
H 18.753 -17.079 -15.326 0.284
H 16.486 -21.394 -13.142 0.362
H 16.895 -17.624 -5.040 0.471
H 17.755 -11.244 -13.011 0.354
H 21.530 -20.972 -10.607 0.344
H 19.998 -19.056 -12.561 0.257
H 18.144 -22.238 -12.932 0.386
H 18.382 -19.738 -5.603 -0.150
H 21.742 -11.997 -12.904 0.357
H 18.316 -19.369 -10.664 0.112
H 21.674 -10.344 -11.626 0.664
H 20.121 -20.800 -12.630 0.346
H 19.172 -13.539 -6.221 0.241
H 16.158 -19.088 -13.000 0.347
H 19.676 -20.014 -8.576 0.014
H 24.204 -11.613 -9.135 0.274
H 19.800 -9.849 -10.353 0.370
H 21.497 -19.380 -10.063 0.217
H 17.523 -18.938 -15.294 0.372
H 17.245 -9.751 -11.032 0.453
H 21.866 -18.842 -7.787 -0.034
H 18.947 -16.089 -4.457 0.501
H 19.712 -21.590 -9.194 0.215
H 16.703 -20.101 -11.013 0.335
H 17.459 -18.060 -12.291 0.419
H 24.339 -19.711 -8.301 0.121
H 18.086 -17.628 -7.654 -1.006
H 19.560 -13.186 -10.553 -0.140
H 16.748 -17.509 -14.844 0.488
H 23.269 -22.255 -8.743 0.366
H 18.100 -21.176 -10.783 0.417
H 23.140 -12.914 -10.714 0.413
H 19.366 -9.745 -12.061 0.343
H 22.217 -16.144 -12.487 0.463
H 21.681 -22.751 -9.246 0.447
H 23.113 -20.248 -9.915 0.418
H 16.723 -16.793 -7.374 0.525
H 16.415 -11.084 -10.270 0.310
H 16.845 -12.476 -12.052 0.382
H 22.241 -14.504 -12.837 0.368
H 17.484 -13.323 -6.677 0.449
H 17.727 -21.333 -14.316 0.426
```

The calculation puts the energy at -7024.3599 a.u. The total charge is +1. The orbital gap is 7.4062 eV. The value obtained for the HOMO energy is -10.15 eV.


# C21H24AuI2N3S

C21H24AuI2N3S as an isolated structure (ωB97M-V/def2-TZVPD, the Open Molecules 2025 dataset).

Geometry as XYZ:
```
52
Properties=species:S:1:pos:R:3:nbo_charge:R:1
Au 1.878 -0.954 -0.868 1.079
I 4.786 -0.699 -1.171 0.384
I 2.423 1.912 -1.418 0.319
S -2.416 -2.514 -1.087 0.539
N -0.311 -1.073 -1.127 -0.502
N 1.839 -1.050 3.716 -0.437
N 1.755 -0.305 1.372 -0.639
C -0.692 -2.323 -1.110 0.066
C -0.036 -4.743 -1.092 -0.149
C -2.600 -0.795 -1.073 -0.239
C 1.792 -0.677 2.476 0.590
C 4.487 1.421 -1.234 -0.700
C -2.318 3.518 -1.036 -0.088
C -1.243 1.221 -1.086 -0.251
C 0.278 -3.383 -1.096 -0.108
C -1.347 -0.165 -1.096 0.182
C 0.979 -5.683 -1.079 -0.180
C 1.621 -3.008 -1.076 -0.032
C -3.759 -0.022 -1.038 -0.188
C -3.018 4.045 -2.308 -0.595
C -3.056 4.065 0.202 -0.596
C 2.307 -5.281 -1.088 -0.144
C -2.383 2.004 -1.041 0.060
C -3.634 1.347 -1.014 -0.168
C 2.637 -3.926 -1.083 -0.275
C 3.106 -1.032 4.449 -0.398
C 0.625 -1.422 4.442 -0.399
C -0.886 4.048 -1.013 -0.610
H -4.733 -0.492 -1.031 0.248
H -2.529 3.651 -3.201 0.213
H 3.678 -3.629 -1.096 0.234
H -0.349 3.714 -0.120 0.204
H 0.739 -6.738 -1.063 0.254
H -4.069 3.759 -2.336 0.216
H -2.994 5.153 0.208 0.228
H -4.535 1.943 -0.974 0.239
H -2.595 3.684 1.116 0.211
H 3.894 -0.613 3.829 0.223
H 5.009 1.811 -2.100 0.259
H -0.259 1.664 -1.111 0.197
H -0.251 -1.260 3.820 0.225
H -0.324 3.741 -1.900 0.196
H 3.384 -2.045 4.743 0.222
H -0.901 5.137 -1.001 0.241
H 0.540 -0.817 5.344 0.227
H -1.075 -5.045 -1.102 0.243
H 0.670 -2.473 4.732 0.221
H 3.102 -6.013 -1.099 0.252
H -4.109 3.789 0.207 0.216
H 4.858 1.845 -0.309 0.254
H -2.961 5.133 -2.326 0.227
H 2.999 -0.425 5.348 0.227
```

The calculation puts the energy at -2107.5395 a.u. The total charge is +2. The orbital gap is 5.2461 eV. The value obtained for the HOMO energy is -14.04 eV.